A structure of composition C17H24Cl2F4N2O23S4Y at a distorted geometry. Source: the Open Molecules 2025 dataset; level of theory: ωB97M-V with the def2-TZVPD basis set.

Values from the calculation:
gap between HOMO and LUMO = 1.53 eV
total energy = -5452.2408 a.u.
LUMO energy = -10.1 eV
F_max = 10.58 eV Å⁻¹

The geometry in ORCA input format:
```
! wB97M-V def2-TZVPD RIJCOSX def2/J DEFGRID3
* xyz 1 1
Y -2.09563 -2.69537 -1.39699
N -2.66505 -5.49820 -4.77850
S -1.65658 -6.31607 -5.65334
O -1.68967 -6.05884 -7.11231
O -1.21570 -7.63328 -5.20299
F -0.48913 -5.33757 -5.17877
S -3.93525 -6.37081 -5.60074
O -4.09012 -7.80762 -5.37927
O -4.44376 -5.75936 -6.81060
F -4.98332 -5.76017 -4.58837
N 1.18241 -0.07101 -2.69260
S 2.48154 0.42384 -2.01747
O 2.74005 1.84283 -1.76659
O 3.61705 -0.49955 -2.08642
F 1.92391 0.00353 -0.52748
S 1.65454 0.69824 -4.11631
O 2.84720 0.25504 -4.78878
O 1.17315 2.03811 -4.32042
F 0.55049 -0.08370 -5.00901
C -3.32536 5.13758 3.59173
C -4.70650 4.60522 3.84092
O -4.66583 3.32551 3.14067
C -3.65673 3.33782 2.24973
O -3.29310 2.45636 1.50710
O -2.92821 4.44039 2.46617
H -2.63663 4.90571 4.40413
H -3.24755 6.20567 3.38867
H -5.43189 5.09939 3.19463
H -5.04196 4.61267 4.87799
C -7.42830 2.15602 -7.02191
C -6.51451 3.25853 -6.47664
O -5.49859 2.53408 -5.81281
C -5.94671 1.30800 -5.65082
O -5.30352 0.54793 -4.95627
O -6.99786 1.06799 -6.28663
H -7.16404 2.02901 -8.07173
H -8.50492 2.31750 -6.96782
H -6.97930 4.08010 -5.93160
H -6.08657 3.71690 -7.36819
C 3.50921 7.51326 1.84900
C 2.46029 7.92497 0.78966
O 2.68862 9.28905 0.54569
C 3.10776 9.73655 1.70900
O 3.10235 10.94114 2.03127
O 3.62523 8.73016 2.46578
H 4.42789 7.19740 1.35469
H 3.24364 6.67920 2.49854
H 1.43057 7.86250 1.14157
H 2.52439 7.25662 -0.06900
C 5.43146 -7.50101 1.14978
C 4.51968 -8.66412 1.54646
O 3.29019 -8.13300 1.14160
C 3.33000 -6.84890 0.89600
O 2.37996 -6.13221 0.61016
O 4.54917 -6.42786 1.16016
H 5.90099 -7.58279 0.16950
H 6.22373 -7.22091 1.84401
H 4.53631 -8.82505 2.62439
H 4.69076 -9.65657 1.12949
C -2.67162 -2.39537 8.14768
C -3.55066 -3.65365 7.87388
O -3.39415 -3.81183 6.44456
C -2.67259 -2.86762 5.90197
O -2.40423 -2.75624 4.70917
O -2.36228 -1.91122 6.84364
H -1.83914 -2.79291 8.72824
H -3.16315 -1.73006 8.85751
H -4.61290 -3.52315 8.08052
H -3.36283 -4.52825 8.49669
Cl 7.29390 1.55137 2.85232
C 8.56797 0.87990 1.72134
C 8.85731 1.78678 0.56533
Cl 9.43949 3.25332 1.30274
H 8.32103 -0.16445 1.53044
H 9.49809 0.72813 2.26901
H 7.92887 2.00658 0.03827
H 9.60656 1.27818 -0.04134
*
```